{
  "formula": "C36H44N4NiO3S2",
  "method": "ωB97M-V/def2-TZVPD",
  "symbols": ["Ni", "C", "C", "C", "C", "C", "C", "C", "N", "C", "C", "C", "C", "C", "C", "C", "C", "C", "C", "N", "C", "C", "C", "N", "C", "C", "C", "C", "C", "C", "C", "C", "C", "C", "C", "C", "C", "C", "N", "C", "C", "H", "H", "H", "H", "H", "H", "H", "H", "H", "H", "H", "H", "H", "H", "H", "H", "H", "H", "H", "H", "H", "H", "H", "H", "H", "H", "H", "H", "H", "H", "H", "H", "H", "H", "H", "H", "H", "H", "H", "H", "H", "H", "H", "H", "O", "S", "O", "O", "S"],
  "coordinates": [[0.007552, -0.177054, -0.377748], [5.978093, -1.019630, 1.749069], [5.337538, -1.614064, 0.491421], [4.203494, -0.791052, -0.032715], [4.225686, 0.184497, -0.981079], [5.409495, 0.753718, -1.696598], [5.876705, 2.087796, -1.105705], [2.850846, 0.625706, -1.144471], [2.042473, -0.076717, -0.317435], [2.820296, -0.918546, 0.391611], [2.383376, -1.687800, 1.466881], [1.086405, -1.791300, 1.934263], [0.673713, -2.592567, 3.079413], [1.601353, -3.375582, 3.949968], [1.837448, -4.765764, 3.346110], [-0.677190, -2.580790, 3.086671], [-1.086310, -1.781736, 1.937260], [-2.391420, -1.658051, 1.482397], [-2.819000, -0.903289, 0.401263], [-2.032692, -0.074292, -0.320387], [-2.835464, 0.613877, -1.165528], [-2.403690, 1.621298, -2.013595], [-1.085287, 2.035656, -2.195638], [0.005282, 1.406738, -1.690212], [1.101754, 2.052227, -2.173971], [2.417374, 1.646291, -1.978949], [0.690582, 3.162848, -3.007182], [-0.673303, 3.152180, -3.022038], [-1.607396, 4.108104, -3.696689], [-2.278315, 5.073964, -2.715431], [1.623336, 4.132481, -3.663748], [2.265555, 5.104090, -2.669153], [-4.214907, 0.177680, -1.001740], [-4.202788, -0.775348, -0.033690], [-5.347558, -1.572395, 0.507943], [-5.982603, -0.937517, 1.748535], [-5.391145, 0.735414, -1.738467], [-5.856304, 2.084820, -1.181624], [-0.002521, -1.300870, 1.298800], [-1.608466, -3.282878, 4.020046], [-2.233866, -2.342095, 5.053339], [6.805300, -1.638462, 2.107423], [5.242608, -0.933809, 2.550702], [6.362505, -0.017062, 1.548553], [4.973810, -2.621885, 0.703189], [6.099400, -1.716856, -0.286932], [5.168454, 0.893741, -2.754571], [6.233975, 0.036252, -1.654763], [5.070808, 2.823134, -1.128147], [6.730309, 2.493622, -1.655869], [6.169375, 1.959947, -0.061742], [3.134821, -2.268866, 1.987457], [1.184654, -3.464728, 4.958619], [2.553114, -2.846676, 4.053219], [0.889939, -5.293716, 3.232249], [2.510431, -5.364199, 3.968476], [2.250029, -4.684697, 2.338535], [-3.145465, -2.231831, 2.008530], [-3.162251, 2.135369, -2.594053], [3.178377, 2.172888, -2.545418], [-2.379774, 3.548987, -4.234517], [-1.061674, 4.684569, -4.448768], [-2.845851, 4.523446, -1.964392], [-2.958214, 5.759546, -3.229015], [-1.526459, 5.665076, -2.188778], [1.082290, 4.704129, -4.422802], [2.411445, 3.584972, -4.190444], [1.497654, 5.683832, -2.153134], [2.944484, 5.799870, -3.170000], [2.828182, 4.559102, -1.910497], [-4.997341, -2.578086, 0.750186], [-6.108981, -1.687094, -0.269194], [-5.247064, -0.841552, 2.548912], [-6.818934, -1.535368, 2.120906], [-6.352587, 0.064491, 1.521209], [-6.219348, 0.022833, -1.686254], [-5.141032, 0.849828, -2.797277], [-6.156457, 1.982626, -0.136939], [-6.704505, 2.481086, -1.746666], [-5.047189, 2.815923, -1.215945], [-1.068818, -4.084453, 4.531191], [-2.396531, -3.767574, 3.437075], [-1.457949, -1.872486, 5.661630], [-2.917685, -2.875378, 5.720226], [-2.789915, -1.543914, 4.558201], [1.749423, -4.393345, -0.499726], [0.308109, -4.163756, -0.694483], [-0.302699, -5.133234, -1.605845], [-0.396840, -4.100532, 0.596167], [0.115909, -2.325746, -1.677695]],
  "forces_ev_per_angstrom": [[0.07, -1.05, -0.32], [0.01, -0.01, 0.01], [0.01, 0.07, 0.02], [-0.03, -0.08, -0.04], [0.00, 0.03, 0.04], [-0.02, -0.02, -0.01], [0.00, 0.00, 0.02], [0.02, -0.09, 0.09], [-0.06, 0.24, 0.17], [0.05, 0.15, 0.08], [0.03, 0.03, 0.01], [-0.12, -0.32, -0.17], [0.04, 0.18, 0.09], [-0.05, -0.16, -0.11], [0.05, -0.01, 0.00], [-0.02, 0.04, -0.04], [0.13, -0.15, -0.02], [-0.04, -0.03, 0.03], [-0.05, 0.20, 0.08], [0.05, 0.14, 0.04], [0.00, -0.08, 0.09], [-0.04, 0.04, -0.03], [0.10, -0.08, -0.13], [0.01, 0.08, 0.16], [-0.09, -0.11, -0.15], [0.03, 0.04, -0.04], [0.02, 0.00, -0.01], [-0.03, 0.01, 0.00], [0.02, -0.01, 0.03], [0.00, 0.01, -0.01], [-0.02, 0.00, 0.02], [0.00, 0.01, -0.01], [0.00, 0.05, 0.03], [0.05, -0.08, -0.03], [0.00, 0.09, 0.02], [-0.01, -0.01, 0.01], [0.01, -0.02, 0.00], [0.00, 0.00, 0.02], [-0.05, 0.70, 0.38], [0.05, 0.00, -0.03], [-0.02, -0.01, 0.01], [0.00, -0.01, 0.01], [-0.01, 0.00, 0.00], [0.00, 0.00, 0.00], [0.02, -0.01, -0.02], [0.00, -0.02, 0.01], [0.02, -0.01, -0.01], [0.00, 0.00, -0.04], [0.00, 0.00, -0.01], [0.00, 0.00, 0.00], [0.00, 0.00, 0.00], [0.00, 0.00, 0.00], [-0.01, -0.01, 0.00], [0.00, 0.00, 0.03], [0.00, 0.00, 0.01], [0.01, 0.00, 0.00], [-0.03, 0.01, -0.02], [0.00, 0.01, 0.01], [0.00, 0.02, 0.01], [0.00, 0.02, 0.02], [0.00, 0.01, -0.01], [-0.01, -0.02, -0.02], [0.00, 0.00, 0.01], [0.00, 0.00, 0.00], [0.01, 0.00, 0.00], [0.02, -0.02, -0.02], [0.00, 0.01, -0.01], [-0.01, 0.00, 0.00], [0.00, 0.00, 0.00], [0.00, 0.00, 0.01], [-0.02, -0.01, -0.01], [0.00, -0.01, 0.01], [0.01, 0.00, 0.00], [0.00, -0.01, 0.01], [0.00, 0.00, 0.00], [0.00, 0.00, -0.04], [-0.02, -0.01, -0.01], [-0.01, 0.00, 0.00], [0.00, 0.00, 0.00], [0.00, 0.00, -0.01], [-0.01, 0.00, 0.01], [0.01, -0.03, 0.01], [0.00, 0.00, 0.00], [-0.01, 0.00, 0.00], [0.00, 0.01, 0.00], [-0.03, 0.04, 0.04], [0.10, -0.13, 0.23], [0.09, 0.04, -0.04], [-0.02, -0.04, -0.13], [-0.20, 0.35, -0.28]],
  "orbital_gap_ha": [0.1860, 0.1848],
  "total_charge": -2,
  "e_above_lowest_kj_mol": 11.3,
  "homo_energy_ev": [-0.73, -0.68],
  "max_force_ha_per_bohr": 0.0214,
  "multiplicity": 3
}

{
  "formula": "C36H44N4P2PtSi2",
  "method": "ωB97M-V/def2-TZVPD",
  "symbols": ["Pt", "C", "Si", "C", "C", "N", "P", "C", "P", "N", "Si", "C", "C", "C", "C", "C", "C", "C", "C", "C", "C", "C", "C", "C", "C", "C", "C", "C", "C", "C", "C", "C", "C", "C", "C", "C", "C", "C", "H", "H", "H", "H", "H", "H", "H", "H", "H", "H", "H", "H", "H", "H", "H", "H", "H", "H", "H", "H", "H", "H", "H", "H", "H", "H", "H", "H", "H", "H", "H", "H", "H", "H", "H", "H", "H", "H", "N", "C", "C", "C", "C", "C", "N", "H", "H", "H", "H", "H", "H"],
  "coordinates": [[-0.127670, 0.012095, -1.385500], [4.249709, 0.216197, -2.148311], [3.715186, -0.570067, -0.545983], [4.007992, 0.675388, 0.814883], [4.834390, -2.031231, -0.228136], [2.066690, -0.981450, -0.641580], [1.130841, -2.173808, -0.201841], [-0.412428, -1.425697, -0.094830], [-2.069588, -1.304998, 0.377121], [-2.481947, 0.201017, 0.163175], [-3.620794, 1.199268, 0.948661], [-5.095054, 0.240145, 1.583701], [-4.232385, 2.461809, -0.282743], [-2.878874, 2.126014, 2.388446], [-3.185469, -2.300388, -0.681396], [-2.992652, -2.233956, -2.063849], [-3.887910, -2.818850, -2.943644], [-5.016317, -3.471562, -2.462829], [-5.247216, -3.506470, -1.097661], [-4.343797, -2.920876, -0.216789], [-2.120099, -1.882131, 2.105731], [-1.369789, -1.060868, 2.958407], [-1.281396, -1.327055, 4.314247], [-1.941215, -2.425166, 4.849793], [-2.665683, -3.261601, 4.015980], [-2.751274, -2.996498, 2.653337], [1.606367, -2.941346, 1.371911], [1.584495, -4.309577, 1.628041], [1.945791, -4.795466, 2.879636], [2.321474, -3.917360, 3.884915], [2.325631, -2.548527, 3.645656], [1.969109, -2.064443, 2.397774], [1.183110, -3.521762, -1.427283], [2.330046, -4.316486, -1.505664], [2.490304, -5.227631, -2.538850], [1.508627, -5.355493, -3.512816], [0.366499, -4.573014, -3.442996], [0.208602, -3.660450, -2.407526], [5.304015, 0.504717, -2.110029], [3.665935, 1.118315, -2.355277], [4.123306, -0.480174, -2.982986], [4.949033, 1.215580, 0.677558], [4.047665, 0.187798, 1.793001], [3.194017, 1.405392, 0.830990], [5.851249, -1.675898, -0.035296], [4.873254, -2.699366, -1.092400], [4.513731, -2.608734, 0.643752], [-5.504154, -0.409526, 0.804812], [-5.891266, 0.915087, 1.912004], [-4.814584, -0.384060, 2.438272], [-4.801283, 1.969688, -1.078947], [-3.393781, 2.999723, -0.735735], [-4.884890, 3.204076, 0.185117], [-2.764518, 1.468370, 3.254366], [-3.503707, 2.971136, 2.690973], [-1.891002, 2.511243, 2.120293], [-2.145903, -1.680879, -2.454973], [-3.706586, -2.758187, -4.009455], [-5.718752, -3.929144, -3.147501], [-6.139922, -3.979016, -0.707777], [-4.590986, -2.921167, 0.835004], [-0.858984, -0.197513, 2.545834], [-0.696790, -0.677134, 4.953331], [-1.881057, -2.633557, 5.910648], [-3.163738, -4.132873, 4.422115], [-3.274471, -3.704052, 2.027192], [1.272322, -5.000957, 0.856207], [1.933091, -5.861537, 3.067485], [2.606167, -4.298689, 4.857508], [2.606567, -1.860379, 4.433032], [1.976203, -0.997379, 2.204723], [3.110818, -4.218154, -0.761139], [3.384486, -5.836552, -2.585171], [1.636314, -6.062672, -4.322532], [-0.406307, -4.670699, -4.195048], [-0.680761, -3.053219, -2.357555], [-2.129148, 1.836614, -3.019468], [-1.102861, 1.497068, -3.840207], [-1.178660, 1.699356, -5.230283], [-0.115965, 1.343894, -6.016384], [1.029892, 0.794427, -5.436351], [1.037426, 0.630910, -4.076590], [0.002143, 0.976646, -3.280952], [-3.020168, 2.044745, -3.434184], [-2.156819, 1.433666, -2.085695], [-2.080540, 2.117382, -5.657176], [-0.171635, 1.486531, -7.088444], [1.886637, 0.501528, -6.024199], [1.887618, 0.211606, -3.557020]],
  "forces_ev_per_angstrom": [[0.48, -0.16, 0.10], [0.05, 0.09, -0.22], [-0.05, 0.10, 0.00], [0.00, 0.13, 0.16], [0.13, -0.17, 0.01], [-0.02, -0.14, -0.15], [0.06, -0.24, 0.13], [-0.39, 0.16, -0.60], [-0.16, 0.04, -0.03], [-0.02, -0.04, 0.16], [0.07, -0.07, -0.14], [-0.17, -0.09, 0.09], [-0.06, 0.13, -0.21], [0.12, 0.08, 0.17], [-0.04, -0.12, 0.08], [0.02, 0.04, 0.03], [-0.01, -0.03, 0.01], [0.04, 0.03, 0.02], [0.05, 0.03, 0.02], [-0.09, -0.02, 0.02], [-0.03, 0.13, 0.19], [-0.12, 0.02, 0.00], [-0.01, -0.01, -0.03], [0.00, 0.00, -0.01], [0.03, 0.02, -0.04], [0.16, -0.15, -0.05], [0.05, 0.07, 0.14], [-0.10, 0.00, 0.06], [-0.03, 0.05, -0.06], [0.00, 0.02, 0.00], [-0.01, -0.03, -0.01], [0.04, -0.04, -0.04], [0.19, -0.04, -0.02], [0.00, -0.01, -0.03], [0.00, 0.02, 0.07], [-0.03, 0.02, 0.00], [0.00, -0.01, 0.03], [-0.03, -0.05, 0.07], [-0.03, 0.00, -0.01], [0.03, -0.03, -0.01], [0.00, 0.04, 0.00], [-0.02, -0.03, 0.00], [-0.02, 0.04, 0.00], [0.04, 0.01, 0.02], [-0.01, -0.03, 0.00], [0.01, 0.00, 0.03], [0.02, 0.01, -0.01], [-0.01, 0.02, 0.02], [0.02, -0.03, 0.02], [-0.02, -0.01, -0.04], [0.04, 0.05, 0.00], [-0.05, 0.00, 0.01], [0.01, -0.04, -0.01], [0.04, 0.04, -0.01], [0.01, -0.03, 0.00], [-0.03, 0.01, 0.03], [0.03, 0.01, 0.03], [-0.01, 0.01, -0.01], [0.01, 0.00, 0.00], [0.01, 0.00, 0.00], [0.04, 0.04, -0.02], [-0.01, -0.01, -0.02], [0.00, 0.00, -0.01], [0.00, 0.00, -0.01], [0.00, 0.00, -0.01], [-0.01, 0.04, -0.01], [0.03, -0.01, -0.02], [-0.01, 0.00, -0.01], [0.00, 0.01, 0.00], [0.00, 0.00, -0.01], [-0.01, -0.01, -0.01], [-0.01, 0.01, 0.00], [0.00, 0.01, 0.00], [-0.01, 0.00, 0.00], [-0.01, 0.01, 0.00], [-0.01, 0.03, 0.00], [-0.03, -0.06, 0.06], [-0.04, 0.08, 0.02], [-0.06, 0.05, 0.05], [0.04, 0.01, -0.13], [0.00, 0.03, 0.02], [0.01, 0.12, 0.12], [-0.09, -0.11, -0.03], [0.00, 0.01, 0.00], [0.00, 0.02, -0.02], [0.01, 0.01, 0.01], [0.01, 0.00, 0.01], [-0.01, 0.00, 0.00], [-0.01, -0.05, 0.01]],
  "orbital_gap_ha": [0.2683, 0.2662],
  "e_above_lowest_kj_mol": 78.0,
  "homo_energy_ev": [-6.83, -7.86],
  "max_force_ha_per_bohr": 0.0143,
  "multiplicity": 3
}

Question: Which formula does entry 1 have?
Answer: C36H44N4NiO3S2